(1)
The following is a quantum chemistry calculation of a cluster of 2 separate species, C10H16O in total, from the OMol25 dataset.

Last column: natural (NBO) charge in e.
Geometry (Å):
C (1.4970, 0.1850, -2.4139)  -0.624
C (0.3895, -3.1651, 0.0221)  0.305
C (-0.2920, -3.0307, -1.1808)  -0.294
C (1.3082, -2.2197, 0.5080)  -0.254
C (0.0581, -1.9556, -2.0060)  -0.201
C (1.5895, -1.1900, -0.3410)  -0.186
C (0.9319, -1.0006, -1.5907)  -0.047
O (0.1140, -4.1385, 0.9261)  -0.687
H (-1.1395, -3.7031, -1.3578)  0.211
H (-0.6385, -4.7096, 0.7608)  0.483
H (1.7870, -2.3470, 1.4718)  0.228
H (-0.5539, -1.9503, -2.9210)  0.213
H (2.3308, -0.4640, -0.0487)  0.205
H (2.0893, 0.8826, -1.8196)  0.215
H (0.6317, 0.7474, -2.7534)  0.213
H (2.0700, -0.2089, -3.2559)  0.219
C (-1.4501, 2.0337, 1.0675)  -0.406
C (0.0826, 2.1343, 1.2625)  -0.610
C (-2.0065, 3.2739, 1.8728)  -0.619
H (-1.8930, 1.1626, 1.5552)  0.209
H (-1.8448, 2.1819, 0.0439)  0.203
H (0.3173, 1.8545, 2.3109)  0.209
H (0.4630, 1.4545, 0.5034)  0.210
H (-2.4662, 3.1234, 2.8810)  0.206
H (0.5053, 3.1425, 1.1497)  0.202
H (-2.7183, 3.9107, 1.3545)  0.204
H (-1.1626, 3.9960, 1.9985)  0.193

Summary:
Total charge: 0
ΔE to the lowest compared entry with this formula, charge and spin (kJ/mol): 163.8
SMILES string: Cc1ccc(O)cc1.CCC
HOMO (Eh): -0.3053
Orbital gap (eV): 9.140
LUMO level (eV): 0.8312

(2)
The following is a quantum chemistry calculation of a cluster of 2 separate species, C10H16O in total, from the OMol25 dataset.

Last column: Mulliken spin population.
Geometry (Å):
C (-0.7512, -1.1576, -1.3846)  0.003
C (-0.1407, -2.2667, -2.2294)  0.001
C (-1.5780, -0.2116, -2.2294)  0.002
H (-1.3417, -1.6113, -0.5890)  0.000
H (0.0435, -0.6150, -0.8743)  0.004
H (0.4232, -1.8675, -3.0712)  0.000
H (-0.8751, -2.9357, -2.6674)  0.000
H (-1.7629, 0.7714, -1.7617)  -0.002
H (-1.1278, 0.0312, -3.1821)  0.000
H (0.5866, -2.8452, -1.6613)  0.000
H (-2.5832, -0.5641, -2.4155)  0.000
C (0.7397, -0.9406, 3.0095)  0.011
C (0.4951, 2.0169, 0.0777)  0.239
C (-0.6705, 1.7204, 0.8116)  0.103
C (1.7805, 1.4902, 0.4098)  0.049
C (-0.5962, 0.8897, 1.8944)  0.079
C (1.8596, 0.7400, 1.5359)  0.059
C (0.6637, 0.3191, 2.1987)  0.253
O (0.4736, 2.7149, -1.0336)  0.150
H (-1.6436, 2.1132, 0.5454)  -0.005
H (-0.4245, 3.0197, -1.2744)  -0.006
H (2.6410, 1.8086, -0.1593)  -0.001
H (-1.5063, 0.5634, 2.3801)  0.002
H (2.8122, 0.4242, 1.9304)  0.002
H (1.3012, -1.6717, 2.4601)  0.020
H (-0.2123, -1.2495, 3.4209)  -0.001
H (1.3943, -0.6863, 3.8587)  0.037

Summary:
Total charge: +1
ΔE to the lowest compared entry with this formula, charge and spin (kJ/mol): 28.7
HOMO (alpha / beta) (Eh): -0.5079 / -0.5314
Multiplicity: 2
Orbital gap (alpha / beta) (eV): 10.034 / 7.186
LUMO level (alpha / beta) (eV): -3.7853 / -7.2737

(3)
The following is a quantum chemistry calculation of a cluster of 2 separate species, C10H16O in total, from the OMol25 dataset.

Last column: Mulliken spin population.
Geometry (Å):
C (0.2752, -0.5210, 2.0078)  -0.010
C (-0.7378, 0.3593, 2.7743)  0.000
C (0.4171, -1.9223, 2.6173)  0.000
H (1.2344, -0.0057, 2.0423)  -0.001
H (0.0785, -0.5930, 0.9388)  0.013
H (-1.2952, 1.0089, 2.0957)  0.000
H (-1.3768, -0.2222, 3.4219)  0.000
H (-0.5405, -2.3854, 2.8625)  0.000
H (-0.1736, 1.0556, 3.3959)  0.001
H (0.9860, -1.7898, 3.5421)  0.000
H (1.0102, -2.5950, 2.0042)  -0.001
C (0.6923, 2.8247, -1.8165)  0.015
C (1.3170, 0.3794, -1.8136)  0.023
C (0.3255, 1.3931, -1.6688)  0.237
C (0.9616, -0.9338, -1.7572)  0.116
C (-0.4387, -1.2475, -1.7804)  0.247
C (-1.0255, 1.0090, -1.4364)  0.074
C (-1.4532, -0.2775, -1.5412)  0.084
O (-0.6944, -2.4971, -2.0568)  0.151
H (2.3523, 0.7048, -1.7393)  0.001
H (1.6381, -1.7622, -1.8943)  -0.001
H (1.7185, 2.9271, -2.1462)  0.001
H (0.6627, 3.2695, -0.8112)  0.043
H (-1.7525, 1.7970, -1.2525)  -0.004
H (-1.6253, -2.6666, -2.2661)  -0.007
H (-2.4552, -0.6233, -1.3530)  -0.001
H (-0.1007, 3.3140, -2.3695)  0.017

Summary:
Total charge: +1
ΔE to the lowest compared entry with this formula, charge and spin (kJ/mol): 42.0
HOMO (alpha / beta) (Eh): -0.5068 / -0.5160
Multiplicity: 2
Orbital gap (alpha / beta) (eV): 10.004 / 6.720
LUMO level (alpha / beta) (eV): -3.7866 / -7.3210